Record 1
Formula: C20H17O4S2
Source: the Open Molecules 2025 dataset
Level of theory: ωB97M-V/def2-TZVPD

Orbital gap ... 6.47 eV
Total energy ... -50877.06753 eV
Charge ... -1
Max |F| ... 1.60 eV/A
Structure (SMILES) ... CCOC(=S)S[C@@H](C1=C([O-])c2ccccc2C1=O)c1ccc(OC)cc1

Structure (XYZ):
```
43
Properties=species:S:1:pos:R:3:forces:R:3:lowdin_charge:R:1
C -4.762571 1.962121 -1.797447 -0.41 -0.08 -0.07 -0.089
C -3.518121 2.792046 -1.650278 -0.24 -0.58 0.30 -0.297
O -2.493430 1.811986 -1.340782 0.38 1.21 -0.21 -0.190
C -1.260778 2.330666 -1.138073 -0.22 0.64 -0.15 -1.124
S -0.084118 1.108943 -1.492423 -0.63 -0.37 -1.10 1.015
S -0.950408 3.914178 -0.862004 0.06 -0.30 0.08 0.690
H -5.576237 2.612452 -2.113378 -0.20 -0.04 -0.03 0.070
H -4.627868 1.175336 -2.544634 0.00 0.12 0.04 0.079
H -5.037360 1.485913 -0.852225 0.06 0.09 -0.09 0.082
H -3.272489 3.305731 -2.596015 0.15 -0.10 0.47 0.118
H -3.624782 3.524773 -0.832502 0.26 -0.29 -0.41 0.097
C 4.804551 -3.297560 -3.214462 0.13 0.70 0.72 -0.077
O 5.161311 -2.244071 -2.280610 0.22 -0.88 -0.59 -0.106
C 4.158083 -1.542889 -1.690290 -1.40 0.73 0.15 -0.283
C 2.792883 -1.798851 -1.946313 0.96 0.08 0.00 -0.012
C 1.824686 -0.960424 -1.414660 0.16 -0.48 -0.21 -0.106
C 2.156524 0.113317 -0.601824 -0.01 0.21 0.11 -0.258
C 1.044405 1.016966 -0.080356 0.38 0.13 0.83 -0.447
C 0.302829 0.510451 1.105709 -0.42 -0.29 0.55 -0.140
C -0.460950 1.382428 1.992267 1.15 -0.56 -0.96 -0.362
O -0.455758 2.613195 2.061020 -0.22 -0.35 0.24 -0.005
C -1.288385 0.455191 2.834897 -0.73 -0.38 0.72 -0.098
C -1.012849 -0.864478 2.471666 -0.72 -0.23 0.81 -0.100
C -1.672923 -1.931351 3.076228 0.19 0.38 -0.18 -0.025
C -2.695800 -1.651153 3.992084 -0.03 0.62 0.18 -0.104
C -2.980812 -0.317292 4.353173 0.18 -0.51 -0.12 -0.106
C -2.244741 0.743905 3.806550 0.36 -0.14 -0.38 -0.025
C -0.001424 -0.882876 1.367213 0.50 1.12 -0.37 -0.348
O 0.419360 -1.915368 0.837794 -0.25 0.00 0.18 0.022
C 3.504135 0.339358 -0.295547 -0.61 -0.09 -0.21 -0.024
C 4.494988 -0.459072 -0.843427 0.13 -0.85 -0.47 -0.015
H 5.765481 -3.685673 -3.557268 -0.21 -0.01 0.01 0.082
H 4.224292 -4.091697 -2.717606 0.21 0.24 -0.11 0.091
H 4.226761 -2.907048 -4.067227 0.18 -0.02 0.28 0.091
H 2.483841 -2.636575 -2.572860 0.11 0.28 0.19 0.099
H 0.790213 -1.193690 -1.665916 0.32 0.15 0.30 0.083
H 1.398001 2.036297 0.107941 0.10 -0.14 -0.02 0.111
H -1.378929 -2.949761 2.824167 -0.21 0.19 -0.04 0.108
H -3.272822 -2.467907 4.432551 0.17 0.26 -0.08 0.088
H -3.779706 -0.109060 5.066883 0.22 -0.09 -0.13 0.086
H -2.392263 1.780464 4.109698 -0.14 -0.24 -0.10 0.109
H 3.748526 1.166185 0.367724 0.10 -0.12 -0.13 0.117
H 5.544662 -0.275092 -0.639423 -0.07 0.01 -0.01 0.105
```
Forces are in eV/Å.

=====

Record 2
Formula: CH4NOP
Source: the Open Molecules 2025 dataset
Level of theory: ωB97M-V/def2-TZVPD

Energy relative to the best compared isomer or geometry (same formula, charge and spin) ... 104.31 kcal per mole
Orbital gap (spin up / spin down) ... 8.10 / 8.57 eV
Total energy ... -13924.00995 eV
Max |F| ... 10.26 eV/A
Structure (SMILES) ... [H]/N=C/PO

Structure (XYZ):
```
8
Properties=species:S:1:pos:R:3:forces:R:3:lowdin_charge:R:1
C -0.031158 -0.594147 0.151202 -4.26 -3.45 -8.67 -0.287
N -0.842678 -1.656733 -0.937168 3.05 4.06 5.31 0.003
O 0.520062 1.919864 0.399009 0.02 0.61 -0.33 -0.409
P 0.710997 0.719211 -0.741101 0.27 0.47 0.02 0.761
H 0.204497 -0.854880 1.080888 0.60 -1.30 3.83 -0.030
H -1.142037 -2.370607 -0.240864 0.32 0.21 -0.44 -0.031
H 0.493995 2.792214 -0.032801 0.15 -0.42 0.36 0.043
H -0.374707 1.028246 -1.585898 -0.16 -0.18 -0.09 -0.050
```
Forces are in eV/Å.